(1)
50
Properties=species:S:1:pos:R:3:mulliken_charge:R:1 method="wB97M-V/def2-TZVPD" lumo_energy_ev=0.68 smiles="CCN1C(=O)CC[C@H]1C(=O)NC[C@]12C[C@H]3C[C@H](C[C@H](C3)C1)C2" orbital_gap_ev=9.963
C 3.3617 -2.6114 2.0875 -1.143
C 3.4673 -1.0875 2.0735 -0.354
N 2.2001 -0.4779 2.4120 -0.047
C 2.1691 0.8734 2.6217 0.308
O 3.1399 1.5840 2.5633 -0.665
C 0.7878 1.3558 3.0993 -0.084
C 0.0911 -0.0344 3.3697 -1.059
C 0.9093 -1.1496 2.6944 0.414
C 0.2177 -1.7049 1.4535 -0.076
O -0.6614 -2.5685 1.5404 -0.696
N 0.7808 -1.4995 0.1923 0.213
C 0.0496 -1.7903 -1.0583 -2.360
C -0.6828 -0.4729 -1.4259 2.363
C -1.6666 0.0224 -0.2364 -0.547
C -2.3230 1.3135 -0.6779 0.222
C -1.2877 2.3773 -1.0188 -1.345
C -0.3987 1.9702 -2.1943 0.103
C -1.2989 1.6700 -3.4526 -1.580
C -2.2323 0.6210 -3.0771 0.939
C -3.1658 1.0636 -1.9656 -1.478
C -1.5621 -0.6592 -2.7295 -1.730
C 0.2935 0.6393 -1.8536 -1.467
H 3.3049 -3.0251 3.1238 0.301
H 2.5476 -3.1509 1.4758 0.192
H 4.2017 -3.0730 1.6163 0.450
H 3.8413 -0.8094 1.0868 0.318
H 4.3158 -0.8289 2.7455 0.429
H 0.3612 1.9532 2.2756 -0.105
H 0.7091 2.0576 3.9280 0.344
H -0.9911 -0.0478 3.1501 0.388
H 0.0835 -0.2225 4.4394 0.442
H 1.0742 -1.9760 3.3817 0.449
H 1.4821 -0.7957 0.1971 0.206
H 0.7256 -2.2855 -1.7191 0.376
H -0.7859 -2.4336 -0.8408 0.644
H -2.3932 -0.7470 0.0640 0.477
H -1.1113 0.3129 0.6717 -0.365
H -3.0732 1.6137 -0.0165 0.565
H -0.6872 2.6629 -0.1931 0.374
H -1.9322 3.2855 -1.2254 0.444
H 0.2886 2.7306 -2.4184 0.475
H -0.7460 1.2421 -4.2991 0.450
H -1.6817 2.5781 -3.7564 0.534
H -2.7414 0.3047 -3.9963 0.145
H -3.9990 0.3298 -1.8416 0.467
H -3.6957 1.9369 -2.3837 0.488
H -0.9793 -0.9255 -3.6258 0.385
H -2.3150 -1.3634 -2.5186 0.460
H 0.8902 0.2646 -2.6403 0.410
H 1.1175 0.9773 -1.0981 0.328

---

(2)
56
Properties=species:S:1:pos:R:3:mulliken_charge:R:1 method="wB97M-V/def2-TZVPD" lumo_energy_ev=-1.62 orbital_gap_ev=7.070
C -3.1066 -1.1095 0.2536 -0.779
C -3.4325 0.2705 -0.5929 -0.832
C -2.4478 1.2954 -0.3861 0.088
C -2.4422 1.9750 0.9052 -1.029
N -1.1707 2.7635 1.1771 0.470
S -0.1425 1.8072 2.3809 1.191
O 0.9737 2.6719 2.8802 -0.674
O -1.1096 1.1709 3.2484 -0.706
C 0.4846 0.4905 1.2901 0.256
C 1.4033 0.8992 0.3731 -0.240
C 1.7930 -0.3298 -0.3689 -0.298
C 1.5661 -1.6443 -0.2696 1.102
C 0.8699 -1.6837 0.7725 -0.280
C 0.1414 -0.8433 1.7107 -1.910
H -0.4922 -0.9904 2.3421 1.267
H 0.6089 -2.9147 1.2150 -0.007
S 2.5249 -2.6445 -1.1349 0.081
C 1.7958 -4.3309 -0.4072 -0.253
C 2.1730 -5.3698 -1.2689 0.009
O 3.0750 -6.3355 -0.7224 -0.619
O 1.9296 -5.3428 -2.6405 -0.296
C 2.5381 -6.4321 -3.3611 -0.452
C 3.8013 -5.8296 -3.8781 -1.168
H 3.8323 -4.8712 -4.2127 0.434
H 4.0282 -6.4431 -4.9040 0.274
H 4.5226 -5.6767 -3.0900 0.376
H 1.9563 -6.1971 -4.3303 0.204
H 2.4467 -7.2677 -2.9787 0.600
H 2.1021 -4.4924 0.6484 0.434
H 0.6710 -4.2865 -0.5134 0.377
N 2.6798 0.1370 -1.4877 0.949
O 2.9992 1.3599 -1.8263 -0.641
O 3.2327 -0.7541 -2.0781 -0.646
H 1.7595 1.9153 0.1113 0.511
C -0.6699 3.7173 0.5333 -0.901
C -1.8135 4.8778 0.7214 -1.740
C -1.9896 5.4618 1.9258 -1.662
C -0.5824 5.7860 3.0418 -1.099
H -0.0026 4.9945 2.9813 0.327
H -0.1762 6.4513 2.2903 0.339
H -0.8355 6.3448 3.9284 0.358
H -2.5645 6.0009 2.2163 1.425
H -2.2726 4.4996 2.6008 0.177
H -2.4377 4.7647 0.1109 1.274
H -1.1803 5.6582 -0.0089 0.328
H -0.6194 3.5812 -0.4556 0.496
H 0.3104 4.0575 1.0295 0.554
H -3.1962 2.7738 0.9379 0.408
H -2.7567 1.1851 1.6393 0.224
H -2.3559 1.7877 -1.2332 0.626
H -1.3834 0.7402 -0.5310 -0.194
H -3.4835 -0.1106 -1.7364 0.275
H -4.5106 0.7048 -0.3769 0.279
H -3.0029 -0.8474 1.3218 0.262
H -2.1130 -1.4716 0.0028 0.103
H -3.9288 -1.9240 0.2037 0.350

---

(3)
54
Properties=species:S:1:pos:R:3:mulliken_charge:R:1 method="wB97M-V/def2-TZVPD" lumo_energy_ev=-2.54 orbital_gap_ev=4.529
C -3.1431 -6.5791 -0.9875 -1.366
C -3.0917 -5.1261 -0.5852 0.953
C -4.1941 -4.3124 -0.8847 -0.664
C -4.2051 -2.9710 -0.5169 -0.559
C -3.1269 -2.4951 0.2305 0.405
S -3.0954 -0.7514 0.5728 1.115
N -1.9285 -0.4633 -0.5073 -0.373
C -1.9862 0.7686 -1.0964 -0.249
O -2.8812 1.6055 -0.7716 -0.682
O -4.4433 -0.3562 0.2547 -0.657
O -2.4555 -0.5016 1.8428 -0.711
C -2.0080 -3.2561 0.5449 -0.205
C -2.0043 -4.5953 0.1407 -0.877
H -2.1937 -7.0414 -0.7266 0.348
H -3.9484 -7.0896 -0.4522 0.312
H -3.3397 -6.6649 -2.0597 0.327
H -5.0339 -4.7625 -1.4242 0.343
H -5.0200 -2.3122 -0.8415 0.424
H -1.1184 -2.8683 1.0635 0.162
H -1.1872 -5.2955 0.3481 0.236
C 0.7993 -0.0782 2.9476 -2.075
C 1.8242 -0.1014 1.8308 1.493
C 3.2237 -0.4783 2.2843 -1.800
C 1.2970 -1.1002 0.8005 -1.741
N 2.0214 1.2604 1.2415 0.610
P 3.1279 1.6343 0.0127 -0.171
H -1.3217 1.0278 -1.7955 0.657
N 2.1324 3.0171 -0.2726 0.510
C 2.0394 3.8167 -1.5336 1.512
C 1.1717 5.0503 -1.3437 -1.932
C 1.3832 3.0489 -2.6869 -1.610
C 3.4812 4.1226 -1.8765 -1.751
C 1.6188 3.4527 0.9468 -0.314
C 1.5611 2.4336 1.8308 -0.374
H -0.2157 0.0490 2.5452 0.623
H 0.8790 -1.0613 3.4335 0.463
H 1.0339 0.7006 3.6688 0.554
H 3.9705 -0.4951 1.4777 0.442
H 3.5633 0.2848 2.9845 0.443
H 3.2798 -1.4318 2.8108 0.389
H 1.9187 -1.2825 -0.0883 0.422
H 1.1463 -2.0773 1.2976 0.426
H 0.2884 -0.8519 0.4331 0.411
H 1.5437 5.6537 -0.5192 0.482
H 1.2407 5.6167 -2.2828 0.454
H 0.1230 4.7673 -1.1685 0.466
H 1.8237 2.0916 -2.9922 0.355
H 0.3159 2.8648 -2.5217 0.349
H 1.3952 3.6832 -3.5902 0.430
H 4.0881 3.2227 -2.0266 0.437
H 3.6194 4.7711 -2.7437 0.388
H 3.9007 4.6494 -1.0241 0.438
H 1.1090 4.3866 1.0317 0.365
H 1.0214 2.4200 2.7443 0.368

---

(4)
55
Properties=species:S:1:pos:R:3:lowdin_spin:R:1 method="wB97M-V/def2-TZVPD" lumo_energy_ev="-7.79 / -7.87" orbital_gap_ev="6.702 / 6.645" multiplicity=2 total_charge=+2
Pt -0.2645 0.4362 0.2632 0.564
C 2.1181 2.0205 -0.3203 0.007
N 1.8137 0.5949 -0.0211 0.033
C 2.5192 0.1852 1.2219 0.003
C 2.1446 -0.2921 -1.1668 0.001
C 1.4143 -1.6080 -1.0799 0.010
N -0.0334 -1.3731 -1.1690 0.242
C -0.8252 -2.4936 -0.6099 0.012
C -0.4768 -1.0943 -2.5467 0.012
H 3.1950 2.1293 -0.4644 0.002
H 1.8085 2.6303 0.5260 0.002
H 1.6022 2.3353 -1.2161 0.000
H 3.5900 0.2659 1.0271 0.001
H 2.2696 -0.8301 1.4969 0.000
H 2.2387 0.8481 2.0327 0.000
H 3.2208 -0.4798 -1.1827 0.000
H 1.8888 0.2449 -2.0778 0.000
H 1.6189 -2.1236 -0.1424 0.000
H 1.7544 -2.2553 -1.8935 0.006
H -0.6542 -3.3948 -1.2050 0.008
H -1.8825 -2.2389 -0.6459 0.001
H -0.5355 -2.6774 0.4180 0.000
H -0.2982 -1.9748 -3.1685 0.008
H 0.0604 -0.2490 -2.9638 0.001
H -1.5429 -0.8771 -2.5460 0.001
O -0.4418 1.6373 -1.3033 0.013
N -1.6918 2.0798 -1.6960 0.001
C -1.6881 2.7472 -2.8563 0.000
C -2.7596 3.5430 -3.2032 0.000
C -3.8487 3.6201 -2.3538 0.000
C -3.8103 2.9453 -1.1463 0.000
C -2.7178 2.1601 -0.8404 0.000
H -0.8024 2.6135 -3.4614 0.000
H -2.7351 4.0774 -4.1421 0.000
H -4.7433 4.1475 -2.6577 0.000
H -4.6276 3.0076 -0.4425 0.000
H -2.6336 1.5917 0.0768 0.000
C -2.1298 -1.8220 8.1717 0.000
C -1.8390 -1.3789 6.7653 0.000
C -1.5939 -2.3086 5.7575 0.000
C -1.3113 -1.9024 4.4669 0.000
C -1.2629 -0.5352 4.1988 0.000
C -1.5305 0.4209 5.1807 0.001
C -1.8158 -0.0172 6.4551 0.000
S -0.7824 -0.0101 2.6509 0.003
O -0.0302 1.2418 2.6989 0.060
O -1.9628 0.1452 1.7073 0.002
O 0.0486 -1.0404 1.9413 0.005
H -2.0670 -2.9016 8.2806 0.000
H -3.1276 -1.4985 8.4718 0.000
H -1.4316 -1.3572 8.8687 0.000
H -1.6232 -3.3655 5.9894 0.000
H -1.1151 -2.6248 3.6857 0.000
H -1.4969 1.4766 4.9459 0.000
H -2.0174 0.7070 7.2350 0.000

---

(5)
52
Properties=species:S:1:pos:R:3:mulliken_charge:R:1 method="wB97M-V/def2-TZVPD" lumo_energy_ev=-3.38 orbital_gap_ev=7.364 total_charge=+1
Pt 0.0620 0.0060 0.9124 1.636
N -0.7742 1.9508 -0.3843 -0.648
C -0.5093 1.6657 -1.7943 -0.538
C -0.8119 0.2068 -2.0925 -0.828
N 0.0654 -0.6565 -1.2816 -0.713
H -1.7649 1.8785 -0.1730 0.238
H -0.4760 2.8851 -0.1335 0.245
H 0.5495 1.8606 -1.9818 0.292
H -1.0872 2.2969 -2.4735 0.480
H -0.6871 0.0165 -3.1599 0.461
H -1.8463 -0.0226 -1.8289 0.319
H 1.0206 -0.5920 -1.6195 0.334
H -0.2148 -1.6277 -1.3519 0.228
C -3.4283 -1.6814 2.9122 -1.069
S -2.3083 -1.4966 1.5245 0.484
O -2.2399 -0.0067 1.2497 -0.744
C -0.7237 -1.7816 2.3469 0.368
C -0.2497 -0.8021 3.2444 -0.466
C 0.9367 -1.0675 3.9421 -0.552
C 1.6181 -2.2462 3.7365 -0.437
C 1.1279 -3.2087 2.8476 -0.634
C -0.0434 -2.9915 2.1583 -0.556
H -3.1282 -1.0178 3.7206 0.331
H -3.4042 -2.7236 3.2309 0.420
H -4.4240 -1.4252 2.5538 0.414
H -0.8458 0.0760 3.4664 0.478
H 1.3110 -0.3395 4.6490 0.373
H 2.5392 -2.4331 4.2716 0.476
H 1.6737 -4.1311 2.7010 0.451
H -0.4372 -3.7347 1.4756 0.471
C 4.0571 3.4560 2.1429 -1.033
N 2.6776 3.0891 1.8752 0.105
C 2.3810 3.1526 0.4598 -0.508
C 2.2326 1.8469 2.4952 -2.211
C 2.7821 0.5698 1.8818 1.025
C 4.1052 0.2195 2.1429 -0.344
C 4.7093 -0.8677 1.5311 -0.996
C 3.9780 -1.6293 0.6367 -0.779
C 2.6472 -1.3165 0.3914 -0.196
C 2.0251 -0.2396 1.0216 0.459
H 4.2082 4.4946 1.8469 0.356
H 4.7868 2.8406 1.5969 0.372
H 4.2628 3.3778 3.2111 0.341
H 2.6324 4.1430 0.0801 0.443
H 1.3126 2.9894 0.3075 -0.248
H 2.9338 2.4070 -0.1341 0.265
H 1.1373 1.8400 2.4519 0.337
H 2.5029 1.8942 3.5539 0.553
H 4.6726 0.8133 2.8494 0.522
H 5.7398 -1.1140 1.7502 0.419
H 4.4308 -2.4786 0.1408 0.427
H 2.0886 -1.9762 -0.2634 0.376

---

(6)
54
Properties=species:S:1:pos:R:3:lowdin_spin:R:1 method="wB97M-V/def2-TZVPD" lumo_energy_ev="-10.03 / -13.08" orbital_gap_ev="7.011 / 5.781" multiplicity=5 total_charge=+3
Ru -0.3388 -0.0579 0.0333 1.349
P 1.7910 -0.3852 0.0846 0.156
C 2.0723 -0.9904 -1.6114 0.435
C 0.9628 -1.4841 -2.2459 0.036
N -0.3085 -1.1784 -1.6890 0.093
C -1.4820 -1.4855 -2.3071 0.056
C -1.4620 -2.3939 -3.3468 0.128
C -0.2629 -2.7884 -3.9002 0.014
C 0.9371 -2.2587 -3.4200 0.162
C -2.7173 -0.7726 -1.7460 0.033
P -2.1020 0.7779 -0.9115 0.123
H 1.9148 -2.4880 -3.8719 0.005
H -2.4148 -2.7501 -3.7032 0.005
H -0.2359 -3.5046 -4.7399 -0.002
H -3.4081 -0.5471 -2.5600 0.006
H -3.2085 -1.3958 -0.9850 0.001
H 1.9153 1.1088 -2.4631 0.009
H 3.0394 -0.9371 -2.1280 0.016
H 0.9591 2.8752 -1.1570 0.001
O 1.6395 1.8757 -2.9485 0.017
H 2.5066 2.3330 -3.0887 0.000
H -0.0116 1.6622 -0.0922 0.000
O 0.2349 3.0725 -0.5232 -0.005
H 0.8605 3.4425 0.1458 0.000
C -2.0228 1.9266 -2.3200 0.011
H -2.8851 1.8065 -2.9669 0.002
H -2.0495 2.9585 -1.9242 0.001
H -1.0851 1.7881 -2.8724 0.001
C -3.4887 1.2872 0.1258 0.035
H -3.0925 1.9850 0.8756 0.001
H -4.2999 1.7585 -0.4590 0.008
H -3.8730 0.4059 0.6661 0.000
C 2.2781 -1.9718 0.8784 0.088
H 3.2702 -2.2903 0.4935 0.011
H 2.2779 -1.8058 1.9675 0.005
H 1.5097 -2.7194 0.5877 0.001
C 3.0667 0.8375 0.5940 0.008
H 2.7806 1.1409 1.6138 0.001
H 4.0606 0.3665 0.6214 0.002
H 3.1032 1.7178 -0.0619 -0.001
O -0.7822 1.0374 2.4254 0.011
C -0.9382 -0.2205 2.6663 0.019
O -0.9356 -1.1486 1.7546 0.152
C -1.0829 -0.7085 4.0704 0.057
C -1.0865 -2.0838 4.3354 0.159
C -1.1823 -2.5084 5.6542 0.313
C -1.2742 -1.5702 6.6901 0.040
C -1.2605 -0.2059 6.4065 0.117
C -1.1575 0.2334 5.0970 0.298
H -1.0141 -2.7830 3.4880 0.004
H -1.1922 -3.5637 5.8601 0.012
H -1.3674 -1.9129 7.7164 -0.002
H -1.3360 0.5230 7.2026 0.002
H -1.1348 1.2981 4.8318 0.009

---

(7)
64
Properties=species:S:1:pos:R:3:mulliken_charge:R:1 method="wB97M-V/def2-TZVPD" lumo_energy_ev=1.92 orbital_gap_ev=7.382 total_charge=-1
C 1.5312 0.7876 4.0364 -0.512
O 0.3333 0.7417 3.1659 -0.356
C 0.4630 1.6969 2.0503 -0.368
Al -0.6858 0.9860 0.5040 -0.616
O 0.1483 -0.5913 -0.1538 -0.166
C -1.0080 -1.4338 -0.4938 0.612
C -0.7334 -2.9828 -1.0491 -0.780
C 0.4950 -3.0859 -2.1286 -0.629
C 1.9947 -3.1850 -1.4771 -0.538
C 2.0923 -4.0143 -0.0668 0.344
C 2.7082 -5.5607 -0.0704 -0.519
C 2.8292 -6.4037 1.3585 -0.381
C 2.3716 -5.7613 2.8207 -0.381
C 1.7834 -4.2285 2.8378 -0.386
C 1.6532 -3.4091 1.4131 -0.035
C -2.3307 -1.2581 0.4672 0.164
C -2.9071 -2.5464 1.3096 -0.330
O -4.3407 -2.2379 1.6279 -0.129
N -5.0858 -3.3566 1.5930 0.105
O -5.2865 -3.7866 2.7379 -0.288
O -2.2159 0.0512 1.1734 -0.536
H 2.2111 -0.1799 3.8767 0.160
H 2.1082 1.7876 3.7842 0.219
H 1.1388 0.7846 5.1450 0.203
H 0.1337 2.8020 2.3495 0.237
H 1.5894 1.7257 1.6611 0.221
H -0.9476 1.9381 -0.7449 0.014
H -1.3874 -0.9160 -1.5003 -0.164
H -1.7262 -3.2606 -1.6516 0.357
H -0.6826 -3.7618 -0.1652 0.360
H 0.4766 -2.1206 -2.8297 0.231
H 0.2571 -4.0036 -2.8410 0.353
H 2.6577 -3.7916 -2.2630 0.318
H 2.5479 -2.1334 -1.3749 0.257
H 3.0885 -6.0995 -1.0448 0.217
H 3.2580 -7.5170 1.3912 0.227
H 2.4525 -6.3289 3.8427 0.263
H 1.4407 -3.6976 3.8441 0.295
H 1.2384 -2.2978 1.4922 0.224
H -3.2467 -1.0258 -0.2595 -0.007
H -2.2899 -2.6129 2.3176 0.161
H -2.9244 -3.5558 0.7161 0.382
C 2.2520 6.4028 -0.0712 -0.396
C 2.7033 5.8986 1.2969 -0.328
O 2.1133 4.6077 1.4322 -0.278
S 2.0083 3.9161 -0.0413 1.053
O 3.1427 3.0349 -0.2080 -0.609
O 0.6438 3.4908 -0.2503 -0.203
O 2.2743 5.2601 -0.9250 -0.341
H 1.2248 6.7795 -0.0332 0.261
H 2.9107 7.1833 -0.4614 0.319
H 2.3837 6.5556 2.1092 0.304
H 3.7912 5.7781 1.3333 0.295
C -1.8144 3.2428 -3.1841 -0.152
C -3.0768 2.4047 -3.0001 -0.117
O -4.0888 3.0879 -3.7362 -0.357
S -3.4047 3.8208 -5.0228 1.072
O -3.5828 2.9668 -6.1760 -0.551
O -3.7836 5.2146 -5.0094 -0.551
O -1.8538 3.6997 -4.5350 -0.349
H -1.8238 4.1189 -2.5278 0.276
H -0.9047 2.6639 -3.0038 0.338
H -3.3628 2.3076 -1.9501 0.250
H -2.9554 1.4082 -3.4377 0.263

---

(8)
56
Properties=species:S:1:pos:R:3:mulliken_charge:R:1 method="wB97M-V/def2-TZVPD" lumo_energy_ev=-0.54 smiles="CC[C@@H](Br)N(c1ccccc1)S(=O)(=O)F.CC(C)=O.CC(C)=O.CC(C)=O" orbital_gap_ev=8.698
C 2.5997 -0.5635 0.2804 -0.491
C 2.1437 1.0009 0.1766 -0.367
C 1.0431 1.3796 1.3214 -0.536
Br 1.8345 2.2985 2.8871 -0.058
N -0.1285 2.0496 0.6792 0.420
C -1.4179 1.3705 0.9317 -0.017
C -2.0739 0.6787 -0.3195 -0.261
C -3.4071 -0.1000 -0.1783 -0.482
C -4.0322 -0.1643 1.2480 -0.421
C -3.3933 0.5410 2.4916 -0.609
C -2.0647 1.3241 2.3471 -0.026
S -0.1940 3.7488 0.8877 1.097
O 1.0779 4.4705 0.5038 -0.534
O -1.2622 4.2456 -0.0754 -0.615
F -0.7688 4.2182 2.4230 -0.259
H 2.6883 -1.0509 -0.7648 0.003
H 1.8430 -1.2053 0.8526 0.288
H 3.5855 -0.6233 0.8615 0.130
H 1.6329 1.0934 -0.8465 0.199
H 3.0349 1.7175 0.1849 0.400
H 0.6641 0.3555 1.7025 0.459
H -1.5528 0.7501 -1.3462 0.315
H -3.8495 -0.6089 -1.1055 0.364
H -4.9979 -0.7544 1.3664 0.355
H -3.8996 0.4485 3.5089 0.325
H -1.5379 1.8417 3.2114 0.312
C 1.6431 -3.4510 -4.8121 -1.100
C 2.5238 -2.9557 -3.6956 0.839
C 3.7970 -2.2486 -4.0787 -1.084
O 2.2187 -3.1204 -2.5292 -0.538
H 0.7626 -3.9394 -4.3888 0.288
H 1.3152 -2.6106 -5.4278 0.326
H 2.1871 -4.1765 -5.4207 0.332
H 3.5648 -1.3548 -4.6618 0.319
H 4.4366 -2.9206 -4.6549 0.353
H 4.3300 -1.9478 -3.1740 0.268
C 5.9877 -3.1879 2.7843 -1.140
C 4.6115 -2.6986 3.1503 0.859
C 4.3657 -2.3340 4.5905 -1.096
O 3.7321 -2.6016 2.3147 -0.530
H 6.0194 -3.4130 1.7159 0.290
H 6.7273 -2.4141 3.0011 0.321
H 6.2186 -4.0988 3.3408 0.353
H 5.0333 -1.5222 4.8875 0.324
H 4.5247 -3.2069 5.2273 0.342
H 3.3329 -1.9985 4.7075 0.276
C -5.2083 2.8052 -1.8089 -0.940
C -6.5695 2.1722 -1.7017 0.835
C -7.7279 3.0724 -1.3625 -1.102
O -6.7280 0.9780 -1.8822 -0.564
H -4.4721 2.0382 -2.0579 0.146
H -5.2098 3.5589 -2.5994 0.393
H -4.9329 3.2579 -0.8539 0.303
H -7.8416 3.8380 -2.1328 0.326
H -7.5642 3.5374 -0.3880 0.307
H -8.6451 2.4809 -1.3186 0.304

---

Values of max |F|, in order: 0.0714 0.3683 0.1463 0.0574 0.0169 0.0885 0.0924 0.1559, all in Eh/bohr.